ORCA calculation (the ωB97M-V functional and the def2-TZVPD basis) on 3 unconnected molecules or ions with the total composition C57H68Cl2N3O7P.

The charge is 0. The HOMO energy is -7.5 eV. As for the LUMO energy: -1.001 eV. The value obtained for the HOMO-LUMO gap is 6.534 eV.

Each line ends with the Löwdin charge.
Geometry (Å):
H: 4.44997 5.84713 1.53283  0.0425
N: 4.28233 6.47568 0.72554  0.0975
C: 3.97980 5.73428 -0.26731  -0.2277
C: 3.89277 4.14078 -0.20126  -0.1089
C: 2.45909 3.66754 0.23435  -0.2417
O: 2.43049 3.46347 1.67371  -0.1380
C: 1.85602 4.58684 2.34081  -0.1593
N: 2.33026 4.50260 3.76889  0.0261
C: 3.25364 5.60537 4.07766  -0.4308
C: 2.80514 7.10231 4.15626  0.0075
O: 4.40789 5.33028 4.27955  0.1071
C: 1.20772 4.48696 4.70031  -0.4190
C: 1.11863 3.36233 5.79560  0.0031
O: 0.33439 5.32028 4.71867  0.0991
C: 1.75886 2.41211 -0.56721  -0.3556
C: 2.61398 1.90299 -1.79569  -0.1443
C: 2.32732 0.52206 -2.46933  -0.1998
C: 0.96231 0.25428 -3.19428  -0.2010
C: 0.82038 0.98318 -4.60786  -0.2040
C: -0.66913 1.00926 -5.12183  -0.2035
C: -1.62969 1.97544 -4.33461  -0.2076
C: -3.10606 1.35469 -4.28011  -0.1938
C: -3.79522 1.54184 -2.86300  -0.2385
C: -4.76469 2.80373 -2.79113  -0.1116
C: 0.43095 3.04437 -1.15309  -0.5368
Cl: -0.68430 3.79166 0.12643  0.6282
C: 0.50260 4.02301 -2.38405  -0.6508
C: 1.61440 5.09218 -2.50818  -0.1389
Cl: -1.09491 4.95516 -2.47485  0.5631
N: 1.57898 1.38479 0.46514  -0.2589
C: 0.33697 0.64174 0.59599  -0.2479
C: 0.17365 -0.78631 -0.07862  -0.1973
C: -0.36770 -1.91582 0.91418  -0.1856
C: -1.62881 -1.49676 1.67352  -0.1437
C: -2.55656 -1.23152 2.37399  0.0780
P: 2.91366 0.33499 0.87447  0.9907
C: 4.55669 1.19367 1.15509  -0.2634
C: 2.61871 -0.31446 2.64999  -0.3560
C: 2.26557 0.90569 3.62493  -0.1646
H: 3.80565 6.19553 -1.27929  0.1019
H: 4.31246 3.79780 -1.17333  0.1004
H: 4.65694 3.88754 0.59026  0.1120
H: 1.84685 4.61089 0.11999  0.0975
H: 2.20075 5.58129 1.96204  0.1182
H: 0.73694 4.48716 2.38535  0.1126
H: 2.44370 7.41068 3.13644  0.0861
H: 3.71692 7.70968 4.38484  0.0943
H: 1.96037 7.27940 4.86913  0.0850
H: 2.11633 3.16239 6.27840  0.0925
H: 0.43139 3.66859 6.62971  0.0872
H: 0.73465 2.39525 5.38511  0.0657
H: 2.74163 2.65474 -2.62935  0.1090
H: 3.68037 1.80107 -1.42500  0.0917
H: 2.62573 -0.35376 -1.82496  0.0719
H: 3.08965 0.45614 -3.31127  0.1239
H: 0.03996 0.33573 -2.56873  0.0774
H: 0.99947 -0.84228 -3.48101  0.1215
H: 1.37498 0.31983 -5.33837  0.1124
H: 1.35172 1.96907 -4.64949  0.0981
H: -0.75673 1.21540 -6.22550  0.1169
H: -1.05563 -0.04585 -4.99386  0.1063
H: -1.32157 2.19717 -3.28493  0.0500
H: -1.72813 2.94503 -4.89581  0.1082
H: -3.77460 1.88089 -5.02035  0.1045
H: -3.11258 0.26703 -4.58125  0.0998
H: -4.35608 0.62635 -2.54729  0.0840
H: -2.98472 1.72349 -2.10217  0.0853
H: -5.81852 2.40568 -2.80481  0.0712
H: -4.62000 3.38278 -1.84250  0.0653
H: -4.56359 3.50964 -3.63885  0.0691
H: -0.19758 2.17232 -1.49925  0.0730
H: 0.48893 3.41167 -3.32950  0.0751
H: 1.46177 5.71727 -3.42691  0.0913
H: 2.67036 4.73057 -2.52712  0.0625
H: 1.53947 5.79866 -1.63064  0.0823
H: -0.62229 1.16846 0.32972  0.0942
H: 0.17063 0.45746 1.70578  0.1049
H: 1.06757 -1.22766 -0.57173  0.0753
H: -0.62714 -0.73636 -0.87502  0.1009
H: -0.69108 -2.75074 0.22327  0.1200
H: 0.43645 -2.35930 1.55240  0.0842
H: -3.42207 -1.25448 3.06115  0.0471
H: 5.20149 0.41069 1.65879  0.0495
H: 5.10700 1.47873 0.22656  0.0356
H: 4.52797 2.04837 1.88476  0.0394
H: 1.73557 -0.99400 2.70053  0.0570
H: 3.56471 -0.75483 3.04885  0.0791
H: 1.41004 1.49756 3.18252  0.0543
H: 3.10814 1.62817 3.74338  0.0665
H: 1.87125 0.53571 4.61658  0.0719
O: 2.12043 -5.86406 4.42637  0.1052
C: 3.30854 -5.85484 4.16713  -0.2782
C: 4.22845 -6.83093 4.80377  -0.0838
C: 3.71962 -7.77734 5.68897  -0.0001
C: 4.56477 -8.71825 6.25860  -0.0576
C: 5.92149 -8.71910 5.94575  -0.0573
C: 6.43554 -7.76707 5.07763  -0.0001
C: 5.59268 -6.81666 4.50879  -0.0839
C: 6.15653 -5.79148 3.59513  -0.2791
O: 7.35288 -5.74552 3.38071  0.1039
C: 5.23442 -4.82875 2.94322  -0.0834
C: 5.74376 -3.88408 2.05590  0.0055
C: 4.88636 -3.00099 1.41582  -0.0548
C: 3.51726 -3.05755 1.65861  -0.0955
C: 3.00694 -3.98807 2.55268  0.0062
C: 3.86358 -4.87308 3.20192  -0.0797
H: 2.66348 -7.78377 5.93111  0.1209
H: 4.16607 -9.45713 6.94417  0.1074
H: 6.57843 -9.46271 6.38198  0.1075
H: 7.49299 -7.76819 4.84093  0.1210
H: 6.80871 -3.83943 1.86014  0.1214
H: 5.28373 -2.26816 0.72179  0.1046
H: 2.84941 -2.37333 1.15029  0.0461
H: 1.93974 -4.02612 2.74098  0.1157
O: -5.99370 -2.61448 -4.94313  0.1016
C: -7.00431 -2.76612 -4.28346  -0.2788
C: -8.27819 -3.16452 -4.93370  -0.0836
C: -8.30755 -3.38606 -6.30782  -0.0002
C: -9.48336 -3.79652 -6.91857  -0.0576
C: -10.63470 -3.98889 -6.15961  -0.0572
C: -10.61418 -3.75260 -4.79288  0.0001
C: -9.43852 -3.33407 -4.17656  -0.0836
C: -9.43252 -3.06684 -2.71627  -0.2786
O: -10.45599 -3.16214 -2.06633  0.1047
C: -8.15476 -2.68824 -2.06311  -0.0835
C: -8.12552 -2.46924 -0.68840  0.0016
C: -6.92986 -2.14717 -0.06300  -0.0540
C: -5.75826 -2.04313 -0.80800  -0.0549
C: -5.78616 -2.24681 -2.18005  -0.0063
C: -6.98423 -2.56464 -2.81318  -0.0831
H: -7.41252 -3.24281 -6.90153  0.1207
H: -9.50321 -3.97280 -7.98789  0.1074
H: -11.54948 -4.32166 -6.63631  0.1075
H: -11.51389 -3.89859 -4.20685  0.1211
H: -9.03414 -2.55389 -0.10404  0.1212
H: -6.90830 -1.98077 1.00789  0.1073
H: -4.82233 -1.80056 -0.31664  0.1012
H: -4.87173 -2.16134 -2.75569  0.1172